1.
Molecular formula: C5H9NO2
Method: DFT, wB97M-V/def2-TZVPD

The geometry in XYZ format:
```
17
Properties=species:S:1:pos:R:3:forces:R:3:nbo_charge:R:1
O -1.722473 -1.272831 -0.856411 0.647 0.011 -0.508 -0.717
O 0.847502 -1.412508 -1.649109 -0.087 0.173 0.278 -0.573
N 0.545062 -0.469650 -0.648966 -1.737 -0.132 1.102 -0.145
C -0.697218 -1.370718 1.313408 0.040 -0.087 0.307 -0.639
C 0.342985 2.902564 0.395376 -0.403 1.219 0.597 -0.501
C -0.890976 -0.581802 0.035371 1.284 -1.190 -0.683 0.258
C 1.218442 0.714181 -0.700991 0.947 -0.989 -1.148 -0.132
C 0.771234 1.755785 -0.043464 -0.521 0.666 0.299 0.023
H 1.611639 -1.889450 -1.277578 -0.496 -0.019 -0.175 0.484
H -0.180318 -2.316110 1.119856 -0.087 0.140 -0.112 0.211
H -0.543682 2.965272 1.018212 0.209 0.183 0.558 0.200
H 2.102041 0.747477 -1.332012 0.354 -0.419 0.273 0.205
H -0.104395 -0.801420 2.034561 -0.057 0.007 -0.077 0.218
H -1.101878 -1.561068 -1.550185 -0.629 -0.318 0.008 0.491
H 0.846002 3.827879 0.131786 -0.334 0.288 -0.309 0.202
H -1.377372 0.372555 0.244658 0.758 0.326 -0.279 0.192
H -1.666594 -1.610155 1.765488 0.113 0.140 -0.131 0.222
```
Positions in Å, forces in eV/Å.

The energy above the lowest of the compared OMol25 structures with the same formula, charge and spin comes out at 6.828 eV. The value obtained for the max |F| is 2.1 eV/A. The value obtained for the gap between HOMO and LUMO (alpha / beta) is 0.267 / 0.287 hartree. As for the structure (SMILES): C=C=CN(O)[C@H](C)O. Its spin multiplicity is 1. The energy comes out at -10909.7473 eV.

=====

2.
Molecular formula: C5H9NO2
Method: DFT, wB97M-V/def2-TZVPD

The geometry in XYZ format:
```
17
Properties=species:S:1:pos:R:3:forces:R:3:nbo_charge:R:1
O -1.574674 -0.091916 0.849788 0.655 0.949 0.521 -0.575
O -0.387927 1.704229 -0.886378 -0.587 1.882 -0.730 -0.717
N 0.729304 -1.542693 0.502916 1.810 -0.042 1.740 -0.844
C 0.684402 -0.077872 0.399658 -0.449 0.524 0.985 0.033
C -0.097027 0.354734 -0.874420 -0.796 -1.269 -0.464 0.162
C -0.314576 0.546310 1.399805 0.159 -0.509 -0.386 -0.097
C -1.380891 -0.422162 -0.561538 0.367 0.474 -0.092 -0.092
C 1.379543 0.272747 -0.877889 0.765 -2.055 -0.658 -0.374
H -0.351330 1.659996 1.442833 -0.193 -0.951 -0.433 0.216
H -0.109599 -1.874320 0.959843 -0.145 -0.032 0.153 0.367
H -2.245234 -0.082211 -1.141406 0.201 0.107 0.233 0.206
H -1.287609 -1.493629 -0.628316 0.065 -0.268 -0.368 0.194
H 1.897508 -0.589212 -1.310362 -0.213 0.249 0.376 0.245
H -0.144642 2.055482 -1.772280 -0.282 -0.402 0.996 0.480
H 1.521149 -1.768803 1.195939 -1.473 0.378 -1.505 0.368
H 1.862527 1.176968 -1.125618 0.294 1.015 0.094 0.229
H -0.180923 0.172350 2.427424 -0.178 -0.050 -0.460 0.198
```
Positions in Å, forces in eV/Å.

The energy above the lowest of the compared OMol25 structures with the same formula, charge and spin comes out at 4.535 eV. The value obtained for the max |F| is 2.5 eV/A. The value obtained for the gap between HOMO and LUMO is 0.344 hartree. As for the structure (SMILES): N[C@]12COC[C@]1(O)C2. Its spin multiplicity is 1. The energy comes out at -10912.0402 eV.

=====

3.
Molecular formula: C5H9NO2
Method: DFT, wB97M-V/def2-TZVPD

The geometry in XYZ format:
```
17
Properties=species:S:1:pos:R:3:forces:R:3:nbo_charge:R:1
O 0.016425 2.467366 -0.476597 0.971 -0.387 -0.537 -0.534
O -1.016387 1.856329 1.395677 0.529 -0.987 0.628 -0.720
N 0.766166 -2.803761 -0.725199 -2.520 1.226 0.429 -0.618
C 0.650797 0.405125 0.678732 0.810 -0.213 -2.008 -0.509
C -0.068116 1.684064 0.416481 -2.578 1.528 0.862 0.779
C 0.964114 -0.355586 -0.679119 -0.774 -1.656 0.735 -0.449
C -1.267514 -1.472156 -0.250669 -2.524 -0.893 1.791 -0.154
C 0.048892 -1.635310 -0.516910 3.617 1.117 -2.111 0.287
H 1.602394 0.695252 1.111572 0.064 -0.280 0.506 0.285
H -1.838348 -0.528417 -0.209239 0.920 -0.240 -0.319 0.259
H -1.423384 2.730010 1.489178 0.337 0.106 -0.710 0.520
H 0.838908 0.253872 -1.594240 -0.166 -0.294 0.593 0.287
H 0.033345 -0.241045 1.296279 0.402 0.355 0.628 0.241
H 0.451183 -3.681741 -0.332734 -0.347 -0.134 -0.178 0.423
H 1.939397 -0.853393 -0.649625 0.142 0.940 -0.110 0.238
H -1.869600 -2.303900 0.115318 0.069 -0.138 -0.417 0.226
H 1.098045 -2.849182 -1.682150 1.049 -0.051 0.216 0.438
```
Positions in Å, forces in eV/Å.

As for the net charge: +1. The energy above the lowest of the compared OMol25 structures with the same formula, charge and spin comes out at 1.781 eV. The value obtained for the max |F| is 4.3 eV/A. The value obtained for the gap between HOMO and LUMO (alpha / beta) is 0.366 / 0.225 hartree. Its spin multiplicity is 2. The energy comes out at -10906.7471 eV.

=====

4.
Molecular formula: C5H9NO2Si
Method: DFT, wB97M-V/def2-TZVPD

The geometry in XYZ format:
```
18
Properties=species:S:1:pos:R:3:forces:R:3:nbo_charge:R:1
Si -0.339925 -0.279627 0.113845 -0.961 0.190 -1.187 1.759
O 3.676710 0.759562 -0.321747 -2.725 -1.259 -1.522 -0.512
O 0.262400 3.543507 -0.309667 -0.116 2.357 -0.455 -0.504
N 0.443660 1.268337 0.296884 -0.047 1.923 -0.202 -0.984
C 0.320213 2.442036 -0.007617 0.287 -3.846 0.721 0.889
C -0.259026 -0.676187 -1.777582 -0.144 -0.907 2.214 -1.082
C 0.705586 -1.358896 1.226790 -0.517 -1.600 0.304 -1.147
C 2.750628 0.313201 -0.848918 3.076 1.230 1.345 0.515
C -2.138703 0.109715 0.712338 0.910 -0.219 1.275 -1.123
H -2.087828 1.155299 1.141065 0.039 -1.352 0.122 0.244
H -3.099836 0.095209 0.202623 0.428 -0.364 -0.757 0.253
H 0.505611 -1.170597 2.292444 0.012 0.278 -0.263 0.249
H 0.437454 -1.423138 -2.127458 0.082 -0.213 0.025 0.243
H 0.380363 -2.489521 1.121016 1.246 2.075 -0.146 0.247
H -2.203449 -0.701989 1.493455 -0.358 1.168 -0.090 0.232
H 0.073060 0.263364 -2.048962 1.032 1.981 -1.135 0.232
H -1.221800 -0.761325 -2.216415 -0.941 -0.507 -0.282 0.235
H 1.794881 -1.088948 1.057905 -1.303 -0.935 0.035 0.254
```
Positions in Å, forces in eV/Å.

The energy above the lowest of the compared OMol25 structures with the same formula, charge and spin comes out at 0.000 eV. The value obtained for the max |F| is 3.9 eV/A. The value obtained for the gap between HOMO and LUMO is 0.398 hartree. Its spin multiplicity is 1. The energy comes out at -18794.4464 eV.

=====

5.
Molecular formula: C5H9NO3
Method: DFT, wB97M-V/def2-TZVPD

The geometry in XYZ format:
```
18
Properties=species:S:1:pos:R:3:forces:R:3:nbo_charge:R:1
O -1.188282 0.990940 -1.237897 -0.096 0.062 -0.028 -0.708
O -2.491389 -1.593733 -0.906764 1.034 0.719 0.240 -0.254
O 1.352374 1.534532 -1.175803 0.134 -0.448 0.158 -0.557
N -1.383678 -2.025727 -1.025152 -0.200 -1.580 -0.546 0.148
C -1.119723 0.254500 1.060157 0.043 0.023 -0.368 -0.631
C -0.163433 -1.169042 -0.862682 -1.958 0.365 0.358 -0.353
C -0.447277 0.249446 -0.311033 1.372 -0.348 -0.450 0.131
C 1.009140 0.772535 -0.294797 -0.782 1.351 0.460 0.595
C 1.877122 0.442011 0.882865 0.375 -0.167 -0.315 -0.727
H -0.665132 -0.468144 1.732317 0.066 -0.059 0.086 0.209
H -2.167858 -0.001380 0.929177 0.016 0.063 0.061 0.249
H 0.474959 -1.782679 -0.222216 0.046 0.095 -0.128 0.221
H 1.605315 1.100850 1.707198 -0.099 0.021 0.028 0.251
H 0.241377 -1.133063 -1.879314 0.093 0.025 0.134 0.245
H 2.918852 0.623367 0.627838 0.011 -0.007 0.017 0.244
H -1.043802 1.247796 1.497067 -0.058 0.057 0.056 0.220
H -0.556661 1.542847 -1.732631 0.011 -0.113 0.131 0.493
H 1.748097 -0.585058 1.211670 -0.008 -0.059 0.106 0.225
```
Positions in Å, forces in eV/Å.

The energy above the lowest of the compared OMol25 structures with the same formula, charge and spin comes out at 3.887 eV. The value obtained for the max |F| is 2.0 eV/A. The value obtained for the gap between HOMO and LUMO is 0.327 hartree. As for the structure (SMILES): CC(=O)[C@@](C)(O)CN=O. Its spin multiplicity is 1. The energy comes out at -12960.8194 eV.

=====

6.
Molecular formula: C5H9NO3
Method: DFT, wB97M-V/def2-TZVPD

The geometry in XYZ format:
```
18
Properties=species:S:1:pos:R:3:forces:R:3:nbo_charge:R:1
O -2.596401 -0.223290 -0.051571 0.225 0.219 0.058 -0.738
O 2.475895 -0.489133 -0.833702 0.052 0.349 0.399 -0.676
O 2.598366 1.388515 0.392785 -0.807 -1.069 -0.553 -0.602
N -0.353874 1.564003 -0.491869 0.605 -0.443 0.175 -0.831
C 1.925170 0.483526 -0.073433 -0.634 1.251 0.606 0.779
C -0.244821 -0.953357 0.168252 -1.445 -0.012 -0.534 -0.253
C -1.639942 -1.185401 -0.456951 0.333 0.438 0.483 -0.054
C -0.111610 -0.137061 1.428937 0.271 -0.229 -0.122 -0.414
C 0.351688 0.416800 0.100232 1.915 0.203 -0.212 -0.003
H -2.173752 0.647658 -0.200068 -0.265 -0.325 -0.020 0.490
H 3.432726 -0.278701 -0.836375 -0.393 -0.182 -0.082 0.498
H 0.374834 -1.829730 0.019186 0.374 0.293 0.074 0.236
H 0.651002 -0.425381 2.144848 -0.020 0.058 -0.119 0.226
H -0.077662 1.674781 -1.469383 -0.205 -0.187 0.217 0.371
H -1.566685 -1.171567 -1.548566 0.205 -0.172 -0.061 0.161
H -1.996332 -2.170747 -0.145762 -0.082 0.131 -0.040 0.183
H -0.039555 2.421939 -0.030792 -0.149 -0.368 0.014 0.384
H -1.009047 0.267145 1.884231 0.018 0.045 -0.283 0.243
```
Positions in Å, forces in eV/Å.

The energy above the lowest of the compared OMol25 structures with the same formula, charge and spin comes out at 1.780 eV. The value obtained for the max |F| is 1.9 eV/A. The value obtained for the gap between HOMO and LUMO is 0.383 hartree. As for the structure (SMILES): N[C@@]1(C(=O)O)C[C@H]1CO. Its spin multiplicity is 1. The energy comes out at -12962.9259 eV.